1.
Computed, not measured: a cluster of 7 separate species, C24H53BN2O9S2 in total, with ωB97M-V/def2-TZVPD.

Geometry as XYZ:
```
91
Properties=species:S:1:pos:R:3:forces:R:3
O -1.723802 1.921847 0.201761 -2.048 -3.849 1.480
B -2.447232 1.170985 1.279557 0.202 2.203 0.299
O -3.137295 2.035213 2.295958 3.295 -1.533 -1.659
O -2.480172 -0.328980 1.326001 2.776 1.808 1.498
C -1.221448 -0.768058 1.969237 3.339 -1.513 2.679
C 0.232264 -0.402978 1.269936 1.871 -1.717 2.563
C 1.708273 -0.805936 1.879701 -3.618 -0.153 0.532
C 1.835305 -1.622088 3.296397 -0.993 0.604 -0.671
N 3.116646 -2.030209 4.012953 -7.688 0.163 -0.044
S 2.400437 -2.797032 5.452340 -2.156 1.310 -2.683
N 0.635517 -2.730684 5.317580 2.292 3.008 -5.104
C 0.363415 -1.985701 4.001841 2.004 -0.943 1.314
C -1.150946 -1.618966 3.400585 2.416 1.657 -2.232
S -2.747587 -2.111646 4.251103 1.123 0.331 -0.585
H -1.588722 1.232051 -0.516626 0.050 1.328 1.082
H -2.480130 2.739311 2.613567 -1.482 -1.326 -0.955
H 0.236621 0.191228 0.244238 0.031 -1.441 2.528
H 2.668323 -0.490038 1.274178 -2.299 -0.694 1.261
H -2.532635 -2.611284 5.545422 0.814 0.555 -1.418
C -6.500031 -2.904476 4.049339 0.146 -0.049 -0.334
C -6.546397 -3.967269 5.135588 -0.255 0.638 0.091
C -7.815074 -3.855982 5.965956 -0.184 -0.290 0.161
O -5.411388 -3.823599 5.985660 0.348 0.027 0.173
H -6.508527 -1.898763 4.484351 -0.121 -0.089 0.045
H -5.575827 -2.988920 3.467646 -0.169 -0.065 0.071
H -7.352034 -2.997985 3.368901 0.078 0.054 0.052
H -6.490680 -4.961894 4.679975 0.195 0.105 0.183
H -7.870234 -2.884077 6.468985 0.018 0.006 -0.170
H -7.828983 -4.619199 6.751521 0.000 0.054 -0.170
H -8.706522 -3.978071 5.343016 0.068 0.043 0.091
H -5.452478 -2.943162 6.394492 -0.087 -0.369 -0.185
C -3.770084 -2.859582 -1.443244 0.110 -0.007 -0.361
C -3.816449 -3.922375 -0.356995 -0.100 0.642 0.266
C -5.085127 -3.811089 0.473373 -0.209 -0.258 0.130
O -2.681441 -3.778705 0.493077 0.162 -0.073 0.044
H -3.778580 -1.853869 -1.008232 -0.119 -0.111 0.075
H -2.845879 -2.944026 -2.024937 -0.143 -0.073 0.060
H -4.622086 -2.953091 -2.123681 0.077 0.055 0.043
H -3.760733 -4.917000 -0.812608 0.176 0.098 0.167
H -5.140287 -2.839183 0.976402 0.037 0.010 -0.165
H -5.099036 -4.574305 1.258938 0.017 0.050 -0.158
H -5.976576 -3.933178 -0.149566 0.042 0.037 0.082
H -2.722531 -2.898268 0.901910 -0.010 -0.316 -0.156
C 4.677792 1.246260 -2.218706 -0.099 -0.159 -0.250
C 4.042951 2.104883 -1.136413 0.494 -0.136 0.157
C 5.009784 3.163669 -0.630801 -0.071 0.331 0.078
O 3.641281 1.274545 -0.049809 -0.143 0.021 0.175
H 5.556709 0.716951 -1.833866 -0.014 0.154 -0.007
H 3.974720 0.480842 -2.564361 0.000 0.132 0.014
H 4.983550 1.853878 -3.076002 0.036 -0.051 0.040
H 3.141912 2.587284 -1.530601 -0.002 -0.101 0.213
H 5.900448 2.702428 -0.189605 -0.029 -0.058 -0.151
H 4.543549 3.766074 0.156308 -0.002 -0.072 -0.192
H 5.325472 3.828828 -1.440459 0.000 -0.042 0.100
H 4.435026 0.842029 0.306423 -0.298 0.049 -0.255
C -0.680234 4.749258 -0.841630 0.131 -0.090 0.328
C 0.367528 5.619472 -1.517303 -0.519 -0.236 -0.351
C -0.274281 6.648761 -2.433865 0.127 0.353 -0.065
O 1.248147 4.794966 -2.276385 0.184 -0.032 -0.045
H -1.265948 4.194093 -1.582910 0.009 0.156 0.013
H -0.203333 4.005179 -0.194664 -0.079 0.184 -0.089
H -1.364122 5.352601 -0.236714 0.008 -0.094 -0.062
H 0.969461 6.128404 -0.756623 0.094 -0.156 -0.174
H -0.845556 6.161027 -3.231637 -0.041 -0.050 0.158
H 0.492211 7.259728 -2.922756 -0.082 -0.048 0.134
H -0.945963 7.309106 -1.876705 0.036 -0.055 -0.098
H 0.722252 4.339037 -2.954296 0.302 0.043 0.186
C 5.686779 -3.632735 -0.250841 0.332 0.020 0.164
C 4.422957 -2.957818 0.257937 -0.032 -0.456 -0.532
C 3.187643 -3.787199 -0.054419 -0.298 -0.005 0.224
O 4.295956 -1.674345 -0.348753 0.064 0.323 -0.033
H 5.653767 -3.757207 -1.339042 -0.131 -0.071 0.080
H 6.566460 -3.018708 -0.029968 -0.127 -0.098 0.051
H 5.821659 -4.616436 0.209363 0.006 0.093 -0.088
H 4.498444 -2.802826 1.339717 -0.044 0.199 -0.159
H 3.065929 -3.917136 -1.135613 0.149 -0.051 0.047
H 2.284513 -3.283363 0.306571 0.144 -0.082 0.033
H 3.247540 -4.775519 0.411708 -0.033 0.091 -0.080
H 4.228397 -1.802187 -1.309530 -0.009 0.053 0.425
C 2.846422 2.783721 -6.902994 -0.198 -0.155 -0.297
C 2.211581 3.642344 -5.820700 0.731 -0.127 0.041
C 3.178415 4.701131 -5.315088 -0.127 0.402 0.115
O 1.809912 2.812007 -4.734096 -0.238 -0.159 0.229
H 3.725340 2.254413 -6.518153 0.003 0.171 0.024
H 2.143350 2.018304 -7.248650 0.054 0.161 0.019
H 3.152180 3.391341 -7.760290 0.006 -0.092 0.084
H 1.310542 4.124746 -6.214889 -0.003 -0.173 0.200
H 4.069077 4.239890 -4.873894 -0.031 -0.053 -0.145
H 2.712179 5.303536 -4.527979 0.030 -0.096 -0.128
H 3.494101 5.366289 -6.124746 0.020 -0.076 0.079
H 2.603656 2.379491 -4.377866 -0.312 0.226 -0.129
```
Positions in Å, forces in eV/Å.

net charge: 0
orbital gap: 6.4 eV

***

2.
Computed, not measured: a cluster of 2 separate species, C6H12O6 in total, with ωB97M-V/def2-TZVPD.

Geometry as XYZ:
```
24
Properties=species:S:1:pos:R:3:forces:R:3
O -0.475316 -0.953085 3.254540 -0.651 -0.154 0.584
O 0.078154 -0.915505 1.058531 1.302 2.945 -0.815
O -1.737385 -2.105995 1.669941 0.577 -0.466 -2.665
C 0.574992 -0.849785 2.361360 0.562 -0.521 0.001
C -1.346346 -2.056495 2.968552 -0.989 0.515 1.652
C -0.609066 -2.015355 0.775990 -0.781 -2.306 0.413
H 1.305613 -1.675684 2.459052 -0.162 -0.080 0.266
H 1.119124 0.101304 2.518821 -0.645 -0.423 -0.207
H -2.341186 -1.884184 3.422481 0.920 0.210 0.736
H -0.936456 -2.989764 3.400350 0.331 0.136 -0.569
H -0.926367 -2.029685 -0.284468 -0.247 0.212 0.774
H 0.052304 -2.887554 0.941233 -0.281 -0.272 0.044
O 1.158903 2.878444 -2.084847 1.360 0.450 -0.539
O -0.158796 1.588264 -0.826068 -0.436 -0.957 2.755
O 1.320334 0.594484 -2.209688 0.380 -0.664 -0.732
C -0.046805 2.781523 -1.425677 -1.215 1.560 -1.699
C 1.394372 1.760834 -2.910377 1.850 1.424 -1.279
C 0.072983 0.521945 -1.671237 -1.207 -2.205 1.703
H -0.822797 2.854744 -2.211757 -0.325 0.161 0.049
H -0.172226 3.647253 -0.747276 0.281 -0.779 -0.040
H 2.439944 1.869894 -3.257287 -0.570 0.000 0.116
H 0.744773 1.723574 -3.805966 -0.283 0.242 0.387
H 0.121434 -0.401295 -1.062348 -0.403 0.813 -0.207
H -0.810186 0.442134 -2.333866 0.630 0.160 -0.727
```
Positions in Å, forces in eV/Å.

net charge: 0
energy relative to the best compared isomer or geometry (same formula, charge and spin): 2.519 eV
orbital gap: 11.1 eV

***

3.
Computed, not measured: the molecule C17H34O2, with ωB97M-V/def2-TZVPD.

Geometry as XYZ:
```
53
Properties=species:S:1:pos:R:3:forces:R:3
C 3.556328 -0.479238 0.460518 -0.070 0.217 0.134
C 2.986160 0.161608 1.720282 0.019 -0.334 -0.026
C 2.721808 -0.878444 2.807060 0.019 0.330 0.132
C 2.217277 -0.277715 4.120903 -0.087 -0.006 -0.132
C 0.820213 0.342279 4.050342 0.099 -0.283 0.042
C -0.285838 -0.692486 3.851160 -0.077 0.286 0.119
C -1.676432 -0.059171 3.760929 0.159 -0.032 -0.124
C -1.952935 0.693265 2.451652 -0.274 -0.110 0.061
C -2.722160 -0.120249 1.407741 0.152 -0.022 -0.013
C -1.982873 -1.329819 0.832494 0.063 0.141 0.042
C -0.685312 -1.003970 0.090602 -0.342 -0.035 -0.120
C -0.898436 -0.127461 -1.140710 0.278 -0.126 0.152
H -1.267031 0.854612 -0.840591 -0.071 0.037 -0.039
H -1.644400 -0.586602 -1.793510 -0.081 0.031 -0.010
C 0.407353 0.059891 -1.923436 -0.251 0.158 -0.089
C 0.147827 0.975046 -3.096024 0.351 -0.007 0.425
O 0.259039 2.173636 -3.071122 -0.053 0.135 -0.019
O -0.255311 0.280092 -4.160298 -0.110 -0.401 -0.269
C -0.615320 1.015779 -5.341769 -0.155 0.407 -0.440
C -0.397672 0.090643 -6.529885 0.067 0.144 0.447
H -0.629265 0.615231 -7.452206 -0.033 0.043 -0.104
H 0.635830 -0.243943 -6.562881 0.089 -0.040 -0.052
H -1.042383 -0.780204 -6.443368 -0.081 -0.114 -0.044
C -2.062718 1.483312 -5.230912 0.398 -0.074 0.178
H -2.345019 2.027488 -6.127507 -0.059 0.064 -0.100
H -2.174950 2.140714 -4.372062 -0.051 0.068 0.034
H -2.722814 0.627087 -5.110580 -0.084 -0.090 -0.025
H 0.046076 1.889772 -5.405566 -0.128 -0.204 0.010
H 1.159907 0.518156 -1.281794 0.029 0.008 -0.053
H 0.765741 -0.902811 -2.287808 0.046 -0.010 0.041
H 0.015060 -0.508444 0.763014 0.169 0.008 0.069
H -0.226632 -1.945615 -0.223664 0.102 0.005 0.027
H -2.658478 -1.841020 0.141124 0.010 -0.098 0.022
H -1.760040 -2.029232 1.640535 -0.040 -0.107 0.010
H -3.650321 -0.477307 1.862325 -0.060 0.060 -0.026
H -3.003395 0.546306 0.589753 -0.102 0.007 -0.024
H -1.018042 1.049667 2.020718 0.101 0.144 -0.036
H -2.554710 1.577117 2.676278 0.083 0.055 -0.054
H -2.431702 -0.838674 3.885199 -0.091 0.007 0.058
H -1.786494 0.630451 4.601386 -0.045 -0.040 0.061
H -0.269820 -1.383018 4.698795 0.062 -0.086 -0.028
H -0.090562 -1.273612 2.951787 0.020 -0.140 -0.063
H 0.632288 0.875693 4.985904 -0.054 0.076 -0.021
H 0.791116 1.081660 3.249566 -0.038 0.123 -0.017
H 2.924722 0.490338 4.444029 0.067 -0.035 0.069
H 2.212275 -1.060723 4.883689 0.036 0.031 0.092
H 2.007464 -1.615573 2.435804 0.006 -0.118 -0.052
H 3.655610 -1.409013 3.010900 -0.002 -0.090 -0.052
H 2.060450 0.681285 1.466683 -0.036 0.111 0.025
H 3.688796 0.907543 2.098860 -0.040 0.090 0.035
H 2.865475 -1.220389 0.063340 -0.055 -0.104 -0.089
H 4.499701 -0.975404 0.678659 0.101 -0.081 -0.025
H 3.734549 0.271472 -0.306337 0.045 0.005 -0.140
```
Positions in Å, forces in eV/Å.

net charge: 0
energy relative to the best compared isomer or geometry (same formula, charge and spin): 0.130 eV
orbital gap: 11.1 eV

***

4.
Computed, not measured: a structure of composition C23H53NO4P3V, with ωB97M-V/def2-TZVPD.

Geometry as XYZ:
```
85
Properties=species:S:1:pos:R:3:forces:R:3
V -0.023605 -0.850092 -0.312511 2.033 0.891 -2.613
P -1.684997 -0.315047 -2.243280 -1.145 -0.250 -1.433
P 1.808840 -1.724540 0.745955 1.754 -2.155 1.183
N 0.414313 -2.422516 -1.808288 0.533 0.160 -0.049
C -1.743681 -1.995843 -2.957341 0.101 -0.488 -0.367
H -2.767752 -2.368392 -2.823752 0.208 0.218 -0.081
H -1.582751 -1.875859 -4.037550 -0.156 0.060 0.235
C -0.772574 -3.048804 -2.435240 0.042 -0.654 -0.283
H -1.245196 -3.767679 -1.741153 0.258 0.547 -0.100
H -0.394850 -3.649205 -3.280479 -0.343 0.111 0.263
C 1.414399 -3.472979 -1.378181 0.055 -0.115 -0.407
H 2.357899 -3.261844 -1.910658 -0.345 -0.196 0.341
H 1.056250 -4.456076 -1.714020 0.174 0.275 0.023
C 1.583192 -3.459145 0.121620 0.009 -0.003 0.159
H 2.480018 -4.024423 0.396096 -0.150 -0.010 0.047
H 0.730125 -3.930590 0.635910 0.207 0.181 -0.138
C 1.876399 -2.037563 2.554898 0.095 0.037 0.184
C 0.461129 -2.041837 3.141837 -0.093 0.023 0.010
H -0.190062 -2.801444 2.688753 0.160 0.080 0.164
H -0.027665 -1.061698 3.031157 0.155 -0.142 0.071
H 0.542816 -2.254135 4.214242 -0.166 -0.018 -0.208
C 3.462391 -1.314345 0.031240 -0.227 0.391 -0.280
C 3.863827 0.157698 0.207148 0.126 0.287 -0.207
H 4.355580 0.497639 -0.715465 -0.051 0.001 0.349
H 4.580267 0.283741 1.026621 -0.305 0.022 -0.108
H 3.004682 0.817900 0.385223 0.214 -0.110 0.016
C -1.244004 0.829452 -3.602664 0.495 -0.052 0.222
C -1.457043 2.275815 -3.166109 0.081 0.391 -0.023
H -1.043322 2.922620 -3.948451 -0.047 -0.076 0.201
H -0.947514 2.512270 -2.221486 -0.206 0.009 -0.171
H -2.521525 2.519481 -3.075471 0.349 -0.069 -0.057
C -3.436865 -0.031289 -1.746970 -0.194 0.082 1.137
C -3.674482 1.298395 -1.033589 -0.218 0.344 0.451
H -4.543013 1.159272 -0.376238 0.131 0.120 -0.182
H -3.924934 2.106410 -1.732079 0.080 -0.305 0.232
H -2.838770 1.607574 -0.397526 -0.273 0.018 -0.314
C -1.431288 -1.850885 0.349057 -6.399 -4.382 1.966
O -2.310142 -2.567184 0.684169 4.121 3.248 -1.313
C 4.539251 -2.303168 0.507407 0.237 -0.394 -0.162
H 4.176547 -3.024314 1.252789 0.218 0.189 -0.159
H 4.916129 -2.868548 -0.355395 -0.015 0.035 0.362
H 5.389879 -1.765687 0.943072 -0.249 -0.136 -0.075
C -1.908558 0.494355 -4.936321 -0.128 -0.159 -0.377
H -2.185773 1.431966 -5.433410 -0.014 -0.304 0.043
H -1.187492 -0.022731 -5.578782 -0.304 0.048 -0.006
H -2.807627 -0.129377 -4.843688 0.278 0.265 -0.158
C -4.477135 -0.205887 -2.859280 0.031 -0.179 -0.470
H -5.462715 -0.136002 -2.376008 0.289 -0.008 -0.082
H -4.424120 0.589214 -3.616250 -0.011 -0.244 0.299
H -4.431698 -1.184341 -3.353861 -0.062 0.274 0.038
C 2.794203 -1.062876 3.292052 0.031 0.200 0.112
H 2.466973 -0.025010 3.137776 0.156 -0.230 0.027
H 2.724938 -1.275078 4.365367 0.089 0.037 -0.179
H 3.847185 -1.165030 2.999424 -0.305 0.055 0.046
H 2.287150 -3.058748 2.623353 -0.070 0.280 0.028
H -3.588556 -0.845149 -1.014199 0.041 0.199 -0.200
H 3.308931 -1.468383 -1.052830 -0.050 0.010 0.330
H -0.161458 0.660639 -3.710588 -0.046 0.142 -0.053
H 0.874970 -1.920704 -2.580466 -0.150 -0.120 0.278
H -0.168745 0.027908 -1.740982 -0.902 0.118 0.222
C 1.329946 4.561590 -0.216314 -0.050 0.217 -0.193
C 1.354482 3.050018 -0.282884 0.742 0.090 -0.074
O 0.033939 2.526676 0.048534 -0.329 -2.135 0.455
P -0.095124 1.143012 0.928745 -1.593 6.118 4.824
O 0.759490 1.599598 2.263074 -0.575 -1.646 -2.088
C 0.541485 2.173481 3.623661 -0.084 -0.005 0.112
C 1.706892 3.065031 3.973004 0.123 0.284 -0.100
O -1.669536 1.187264 1.351391 2.303 -1.086 -1.613
C -2.566412 1.571074 2.427738 -0.322 0.493 0.221
C -2.511549 0.585625 3.557213 0.104 -0.004 0.228
H 0.985650 5.021904 -1.145529 -0.067 -0.128 0.120
H 2.340037 4.936294 -0.023791 -0.160 -0.061 -0.016
H 0.673081 4.891559 0.591935 0.151 -0.035 -0.013
H 1.619723 2.674080 -1.280809 -0.066 0.144 0.143
H 2.106265 2.675996 0.428103 -0.425 0.029 -0.074
H -0.405903 2.723169 3.653723 0.244 -0.185 -0.210
H 0.492178 1.339347 4.329738 -0.025 -0.049 -0.330
H 2.668892 2.594084 3.739491 -0.226 0.042 0.016
H 1.646994 4.044551 3.478371 0.057 -0.342 0.079
H 1.687321 3.234914 5.056533 -0.039 0.021 -0.197
H -2.321632 2.585991 2.746021 0.049 -0.076 -0.067
H -3.558423 1.614126 1.966813 0.248 -0.112 -0.015
H -1.575622 0.693919 4.113313 -0.203 -0.181 -0.032
H -3.334169 0.804143 4.242352 0.075 -0.089 -0.002
H -2.616374 -0.445350 3.204968 -0.060 0.143 0.042
```
Positions in Å, forces in eV/Å.

net charge: +3
orbital gap (alpha / beta): 7.3 / 7.4 eV
2S+1: 2

***

Question: Which of these has the highest net charge?
Answer: C23H53NO4P3V

***

Question: Which value of net charge does entry 1 give?
Answer: 0